Computed, not measured: a 12-piece molecular cluster, C34H80Cl6F3N5O19P3 overall in a non-equilibrium geometry, with the ωB97M-V functional and the def2-TZVPD basis.

* gap between HOMO and LUMO (alpha / beta): 1.53 / 8.29 eV
* expectation value of S²: 0.750
* 2S+1: 2
* charge: -2
* DFT total energy: -7131.982201 hartree
* E_LUMO (alpha / beta): 0.120 / 0.120 Eh

Geometry (Å):
Cl1 -6.5489 -1.9503 0.0499
Cl2 -1.5509 1.9473 4.3216
Cl3 -5.1042 -4.7247 0.6186
Cl4 -2.9786 -0.3825 6.4444
Cl5 -4.8784 4.9336 1.1002
Cl6 -2.3570 6.9396 2.0336
P1 3.5838 -0.5467 -0.9770
P2 1.8329 -5.1864 3.6898
P3 3.0192 3.5944 4.0977
F1 -1.9834 1.2089 0.9783
F2 -2.3435 -0.9360 1.3139
F3 -0.3206 -0.1170 1.0692
O1 2.2754 -1.1122 -0.1545
O2 3.4418 -4.9777 3.8809
O3 -6.6843 -1.0798 -4.3363
O4 2.8918 0.2063 -2.2301
O5 4.1092 0.7373 -0.0607
O6 -0.4541 0.0640 -6.5644
O7 2.9603 1.9700 3.7899
O8 1.8303 4.3786 3.6872
O9 1.9827 4.7213 -1.4776
O10 3.3831 -4.7264 -1.8024
O11 -2.5634 4.7125 -3.6472
O12 1.1140 -3.8777 4.4201
O13 4.5608 -1.5286 -1.3943
O14 3.4036 3.6018 5.6773
O15 4.3855 4.1155 3.4425
O16 -2.6184 0.4398 -1.7143
O17 -1.8253 -1.6391 -1.2397
O18 1.4859 -4.8217 2.1674
O19 1.3385 -6.4957 4.1833
N1 -3.3159 3.3144 -2.2102
N2 1.5612 4.3977 0.7473
N3 2.7875 -5.6314 -3.7497
N4 -5.4159 -0.1791 -2.7881
N5 -1.8292 0.5696 -4.8334
C1 -2.6229 5.3079 2.7243
C2 1.7337 -5.8223 1.1723
C3 -1.6705 -0.2842 -0.9341
C4 3.6515 5.3660 0.0541
C5 -0.8671 -0.1374 -5.3569
C6 -2.5858 1.5926 -5.6342
C7 -0.9074 3.3086 -2.6917
C8 2.5899 1.3254 2.5367
C9 4.1335 -3.7942 3.5418
C10 -2.2987 3.8390 -2.8427
C11 -5.6211 -1.0430 -3.7835
C12 2.9690 -7.0499 -3.3264
C13 -1.0856 -3.8722 -1.5943
C14 -1.1085 0.2783 4.6677
C15 -4.6897 3.7378 -2.4275
C16 2.2867 4.8432 -0.2887
C17 -2.2868 -0.7142 4.8601
C18 -4.8877 -2.2463 -0.4347
C19 2.9435 4.6226 6.4884
C20 5.0158 1.6265 -0.6405
C21 -3.2545 4.3897 1.6289
C22 0.8121 -4.0392 5.8034
C23 -4.4894 -2.0048 -4.1649
C24 -0.8785 -2.5873 -0.7316
C25 0.2890 3.7189 0.6322
C26 2.4583 -2.0700 0.7988
C27 -1.5947 -0.0349 0.6045
C28 1.9005 1.2001 -1.9437
C29 -0.2856 -1.2246 -4.4860
C30 2.8512 -3.1982 -3.5599
C31 5.7070 3.6317 3.7381
C32 3.0472 -4.5641 -2.9658
C33 -6.4316 0.5914 -2.0984
C34 -4.1911 -3.1753 0.5612
H1 -3.5079 1.8025 -5.0922
H2 2.4857 -5.4237 -4.6909
H3 1.7880 -6.8445 1.5467
H4 -0.4994 0.2583 5.5714
H5 -0.4870 4.2583 0.0890
H6 1.2666 1.1072 -1.0619
H7 -2.1421 2.5799 -5.7633
H8 -2.5739 4.4337 0.7786
H9 -2.1105 -4.2358 -1.5199
H10 3.4731 -2.9644 3.2900
H11 -1.0136 -1.9180 -4.0651
H12 0.3019 2.7356 0.1620
H13 -5.8973 1.1253 -1.3125
H14 -1.7487 4.8400 3.1770
H15 5.6523 2.7838 4.4209
H16 -0.6467 -0.0240 -1.2026
H17 1.6298 -3.6842 6.4306
H18 -3.2391 -3.4861 0.1310
H19 -1.9919 -1.7620 4.9166
H20 0.4822 -1.8116 -4.9900
H21 2.5410 5.4715 5.9357
H22 -6.8441 1.4415 -2.6418
H23 6.2752 4.4082 4.2503
H24 3.9791 5.2244 1.0840
H25 0.1510 -2.2738 -0.9047
H26 2.0773 -3.2328 -4.3266
H27 -4.5102 0.0278 -2.3918
H28 -4.0619 -2.7464 1.5549
H29 0.9248 -5.7659 0.4438
H30 2.3838 -2.5444 -2.8235
H31 -7.2631 -0.0287 -1.7634
H32 3.5248 0.8372 2.2616
H33 -3.1887 2.4039 -1.7918
H34 2.4145 2.1511 -2.0827
H35 4.4207 4.9096 -0.5690
H36 -4.8360 -2.5773 -1.4719
H37 2.0790 4.2779 7.0556
H38 -0.3717 4.2287 -2.4581
H39 3.7053 6.4428 -0.1064
H40 2.2980 2.0271 1.7553
H41 -4.4322 -1.2564 -0.4611
H42 2.0599 -1.7607 1.7651
H43 -3.2924 3.3659 2.0011
H44 1.7863 0.6627 2.8579
H45 2.0970 -7.6983 -3.4110
H46 -1.0453 -2.6672 0.3426
H47 -0.9781 -3.5293 -2.6233
H48 -3.3152 5.3591 3.5647
H49 -4.7602 4.8238 -2.4882
H50 -2.8066 1.1720 -6.6153
H51 -0.6950 2.5015 -1.9906
H52 0.0280 -3.3446 6.1046
H53 1.9517 4.6160 1.6528
H54 3.7119 -7.4498 -4.0166
H55 2.6567 -5.4932 0.6948
H56 4.7991 -3.9321 2.6897
H57 5.8268 1.8306 0.0586
H58 3.7452 -2.7561 -3.9998
H59 4.7882 -3.4606 4.3469
H60 -4.1526 -1.6943 -5.1540
H61 3.4271 -7.2412 -2.3560
H62 -0.2585 -4.5355 -1.3411
H63 -0.5192 2.9991 -3.6621
H64 1.1694 1.1623 -2.7513
H65 -5.1613 3.3777 -3.3418
H66 -5.0178 -2.9580 -4.1797
H67 5.5356 1.2405 -1.5174
H68 3.7360 5.0193 7.1229
H69 0.1646 -0.8008 -3.5883
H70 6.1406 3.4168 2.7614
H71 3.4684 -2.4734 0.8708
H72 -5.2654 3.5309 -1.5253
H73 -0.0112 3.5684 1.6692
H74 -0.4764 -0.0298 3.8348
H75 0.6293 -5.0806 6.0685
H76 1.7726 -2.8191 0.4029
H77 -3.7067 -1.9448 -3.4086
H78 4.5474 2.6001 -0.7843
H79 -1.9507 0.4608 -3.8366
H80 -2.9256 -0.6905 3.9772